{
  "formula": "C5H6S3",
  "method": "ωB97M-V/def2-TZVPD",
  "species": ["S", "C", "C", "C", "C", "C", "S", "S", "H", "H", "H", "H", "H", "H"],
  "xyz": [[-1.566, -2.012, 0.374], [-2.305, -0.677, -0.164], [-1.738, 0.575, -0.468], [-0.443, 0.957, -0.051], [0.403, 0.308, 0.797], [1.829, -0.343, -0.241], [1.568, -0.906, -1.741], [3.150, -0.093, 0.670], [-3.368, -0.792, -0.446], [-2.257, 1.299, -1.154], [-0.220, 1.831, -0.543], [0.688, 0.849, 1.672], [-0.043, -0.531, 1.241], [4.304, -0.464, 0.054]],
  "nbo_charge": [0.028, -0.314, -0.277, -0.069, -0.478, -0.388, 0.047, 0.202, 0.204, 0.225, 0.199, 0.236, 0.250, 0.135],
  "e_lumo_ev": -1.0,
  "gap_ev": 7.23,
  "total_charge": 0,
  "homo_energy_ev": -8.27,
  "smiles": "S=C/C=C\\CC(=S)S",
  "relative_energy_kcal_mol": 82.0
}